The following is a DFT calculation (wB97M-V/def2-TZVPD) of a 15-piece molecular cluster, C68H170F30N10O14P5 overall.

```
297
Properties=species:S:1:pos:R:3:forces:R:3
P 15.39108 21.88158 15.34446 0.9 1.7 -3.0
P 15.04100 17.41525 22.10750 -0.8 -1.6 1.9
P 20.11640 21.19853 22.75264 0.9 2.6 1.9
P 23.41834 21.32569 13.59274 1.7 2.7 1.8
P 19.27644 13.59226 18.90292 -0.2 -1.3 2.2
F 15.61486 22.48955 13.82058 -0.6 -0.8 0.7
F 24.84816 22.04356 14.13876 -1.7 -1.3 -1.3
F 13.52846 17.90868 22.55034 1.7 -0.3 -0.3
F 23.80708 19.94658 14.40792 -0.3 0.4 -0.9
F 20.57956 14.54478 19.13922 -0.9 0.4 0.2
F 15.21670 18.70714 21.19314 -0.5 0.8 -1.1
F 16.52457 20.71796 14.97442 -1.0 0.3 0.7
F 22.75414 21.92233 15.01032 -0.2 -0.5 0.4
F 16.57856 22.91459 15.77210 -0.8 -1.1 1.1
F 24.03534 20.84955 12.19752 -0.5 0.0 1.2
F 14.43722 16.49756 20.90961 -0.7 0.7 -0.3
F 19.69020 22.30204 23.92088 0.5 -0.5 -1.0
F 19.26478 22.10881 21.68108 0.4 -1.0 0.0
F 20.84133 20.31222 23.88766 0.3 0.1 -0.5
F 14.25220 23.01465 15.60986 0.5 0.5 0.7
F 18.87058 14.44898 17.55266 0.1 -0.1 0.1
F 19.64026 12.67790 20.21620 0.0 1.2 -1.1
F 18.25761 14.55096 19.83170 1.6 -0.1 -1.0
F 15.81698 18.28653 23.30866 -0.8 -0.4 -0.2
F 17.96649 12.64198 18.67790 0.7 0.0 -1.0
F 20.29106 12.65445 17.97784 -1.3 0.2 0.0
F 16.47950 16.92379 21.60440 1.4 -0.2 0.0
F 14.95732 16.10669 23.09670 0.0 1.3 -0.3
F 21.93494 20.77259 13.27346 -0.2 -1.0 -0.5
F 15.12046 21.21777 16.77120 0.9 0.3 0.7
F 18.69862 20.42331 23.17926 0.3 -0.5 -1.2
F 22.92118 22.76830 12.94468 0.5 -0.6 -0.3
F 14.14518 20.99714 14.81352 0.0 -1.3 -0.8
F 20.58328 20.13167 21.63002 -1.0 0.0 0.0
F 21.50154 22.08347 22.40440 -1.5 -1.2 0.5
O 19.27274 18.79111 26.70430 -0.4 0.1 -1.0
O 16.75499 23.10704 20.30676 -1.1 -0.9 0.5
O 10.95020 18.27804 18.42706 0.0 0.4 -0.8
O 19.66405 24.62547 16.15200 -0.3 -0.3 0.3
O 11.48060 24.43152 14.45936 0.9 -0.9 -0.5
O 17.09304 10.78275 14.93386 -2.1 1.3 1.1
O 19.16580 22.59986 11.43976 -1.6 -0.3 -0.3
O 13.69588 17.15538 14.84924 0.6 2.2 -1.0
O 18.78174 15.64315 13.23264 0.0 -0.3 0.5
O 21.10210 16.17934 24.88030 -1.0 1.9 -0.9
O 14.12256 13.51156 16.86046 -0.8 -0.1 -0.1
O 11.26276 10.02197 13.05148 0.5 1.7 -0.1
O 11.65282 22.56919 19.34792 1.8 -0.6 -0.1
O 13.95090 22.89562 24.08056 0.1 0.1 -0.1
N 16.62708 22.51993 23.05282 -1.0 1.0 -0.3
N 23.83860 14.70126 15.83682 -0.2 0.4 0.3
N 18.73446 18.59688 18.53077 -0.1 0.5 -1.1
N 20.18480 23.09893 13.89978 -0.9 0.7 -0.3
N 11.20526 16.96541 15.94074 0.6 -1.2 -0.1
N 18.76458 17.60655 24.22776 -0.7 0.8 0.6
N 12.72878 11.35555 15.08564 0.0 -0.9 -0.8
N 25.20296 20.09367 22.05120 0.4 -0.3 -1.2
N 18.56594 12.83182 13.40030 0.6 -0.3 1.6
N 11.75110 21.95786 16.11476 -2.2 0.5 3.4
C 18.20652 22.41926 12.45398 1.0 0.3 1.4
C 9.79274 17.68979 17.85728 0.1 1.3 0.3
C 19.31704 17.45946 17.56304 -0.5 1.7 1.3
C 11.57884 17.49542 19.41412 0.8 -0.3 0.4
C 12.58218 21.62290 18.66250 -1.3 2.3 0.1
C 23.94304 17.21425 16.14682 -0.5 -1.4 -1.1
C 26.37566 19.03478 22.20764 -0.1 -0.4 0.2
C 12.86760 16.23770 14.22872 0.5 0.2 -0.4
C 11.92482 15.78140 15.24814 -2.1 -0.6 1.1
C 13.94122 11.20636 16.03537 0.2 1.2 -0.8
C 25.18364 17.76051 23.96344 -1.1 1.0 0.0
C 11.76178 11.29557 12.71324 0.8 0.3 1.0
C 14.36506 17.95460 13.81602 0.1 0.1 0.5
C 19.89740 20.34798 16.93208 -1.2 -0.6 0.6
C 15.00788 23.26023 24.95198 0.9 -0.4 -1.7
C 25.75322 12.93514 15.49120 0.7 1.2 -0.8
C 26.36454 11.80786 14.67724 0.4 -0.8 -0.5
C 17.71316 10.50085 13.76324 1.6 -0.7 -0.6
C 19.11288 25.10008 14.93962 -0.6 -1.2 0.7
C 19.93586 24.60415 13.75970 0.3 -0.5 0.4
C 16.28730 22.45402 24.53844 -0.5 -0.8 0.0
C 17.90686 18.52619 26.42946 0.8 1.1 -0.4
C 12.32390 23.46993 20.33594 -0.5 -0.7 -1.6
C 10.87404 23.20618 16.53536 2.2 0.9 -1.8
C 10.14522 16.55043 16.94460 0.8 -1.1 0.4
C 18.63874 22.20693 10.17076 1.0 -0.1 0.0
C 24.22202 16.49288 17.50743 -0.4 0.3 -0.5
C 19.53379 17.95702 16.13928 -0.5 0.7 -0.5
C 20.85102 25.24381 16.58910 1.0 -0.9 -0.6
C 19.22102 16.43735 23.35830 -1.6 0.8 0.4
C 15.65956 21.87114 22.08210 0.1 0.5 -0.7
C 14.78632 12.51784 16.14848 -0.8 -1.7 0.5
C 24.04670 16.07572 15.09222 0.6 -1.1 0.5
C 12.72934 22.45021 24.63376 -0.4 -0.3 0.5
C 14.80774 18.15069 17.74145 -0.9 0.1 -0.3
C 25.93138 17.64983 22.66468 0.1 0.0 0.9
C 19.88014 17.93113 27.61210 0.4 -0.8 1.3
C 18.31117 16.92384 12.77420 -0.5 -0.9 -0.4
C 24.25900 19.73841 20.79006 1.2 1.5 1.6
C 16.25424 17.79576 18.00412 0.7 -0.5 -0.1
C 24.34684 20.12363 23.36694 0.6 -1.4 -0.8
C 18.38081 13.67615 14.68316 -1.5 1.5 -0.7
C 17.97818 15.16085 14.31928 2.0 0.3 -0.1
C 23.95552 20.00179 18.27578 -1.2 0.1 1.0
C 24.39350 13.43687 15.04338 -0.2 -0.1 0.6
C 24.92826 20.03614 19.41149 1.3 -1.1 1.2
C 18.76920 18.09574 20.00836 0.4 0.3 -1.4
C 23.98160 18.70798 23.81434 -0.4 -0.3 0.8
C 17.80298 17.38747 25.40250 0.4 -0.5 0.9
C 18.96290 11.32996 13.50670 -0.5 1.5 -0.1
C 17.15373 23.23503 18.95800 1.5 0.7 -0.3
C 20.41438 19.22827 16.05760 0.1 0.0 0.9
C 25.80806 21.49551 21.82906 -0.1 -1.2 0.8
C 19.04274 22.10556 13.67446 0.3 0.9 1.7
C 22.30134 14.50777 16.05402 1.5 0.0 0.1
C 11.08114 24.97201 13.17836 1.5 -0.1 0.9
C 11.90366 21.04522 17.39194 -0.5 -0.5 -0.6
C 10.11790 9.72226 12.28686 -1.0 -1.0 -0.3
C 13.01284 11.50818 13.53750 0.7 -0.2 1.8
C 16.30519 21.81152 20.67790 0.0 -0.2 0.3
C 15.01306 14.54104 17.22498 0.7 0.0 1.0
C 17.20582 18.99203 18.18502 0.3 -0.1 1.3
C 24.58112 15.05382 17.20754 -0.5 -0.9 -1.1
C 10.46120 24.04936 15.29754 0.1 0.3 1.5
C 19.66154 19.86733 18.37201 -0.8 0.0 0.2
C 20.10076 15.49224 24.15162 0.1 0.2 0.6
C 21.92880 15.37416 25.63810 0.8 -0.9 0.7
C 17.67704 10.22714 16.07782 1.5 0.0 0.6
H 15.24950 24.29863 24.72518 -0.3 0.3 0.6
H 15.79332 14.21500 17.91274 0.4 -0.7 -0.2
H 26.52562 11.90919 13.60398 -1.0 0.6 -0.3
H 11.06180 15.28445 14.80504 0.3 -0.6 -0.1
H 19.81042 17.87919 20.24726 0.0 0.0 -0.2
H 19.51512 22.31619 9.53190 -0.4 -0.3 -0.4
H 15.39596 20.90144 22.50436 0.2 -0.1 -0.3
H 11.20212 21.56892 15.36146 0.3 -0.9 -0.1
H 12.00304 11.47299 11.66518 0.1 -0.6 -0.3
H 19.54914 18.14215 24.57084 1.0 -0.2 0.9
H 25.85896 10.85878 14.85546 0.2 -0.1 0.0
H 18.64507 10.69916 16.24576 0.3 0.0 0.1
H 23.41002 20.38971 20.99774 -0.2 0.0 -0.2
H 12.44520 20.16877 17.03600 0.3 0.1 0.2
H 22.93248 17.61314 16.05866 0.0 0.1 0.5
H 10.59422 15.77079 17.55996 0.2 -0.1 -0.2
H 9.31742 18.48051 17.27680 -0.2 0.1 0.1
H 19.18860 20.67718 18.92750 -0.2 -0.2 0.2
H 13.42482 12.51629 13.49204 0.0 -0.1 -0.5
H 16.76514 17.25606 25.09632 0.3 -0.1 -0.5
H 15.67792 12.21686 16.69856 0.3 0.0 -0.1
H 14.58150 10.44271 15.59380 -0.1 0.1 -0.3
H 15.61142 21.40118 19.94414 -0.7 0.3 0.0
H 19.48049 24.72584 12.77688 0.3 0.5 0.1
H 23.71826 12.58912 15.15936 -0.6 0.4 0.2
H 23.15440 18.27758 23.24988 0.1 0.0 -0.5
H 19.53280 16.84219 22.39550 0.8 0.1 0.4
H 15.05296 17.33966 13.23570 0.1 -0.2 0.2
H 17.45454 21.63095 12.41962 0.3 -0.6 -0.9
H 11.92742 17.53876 16.35288 0.4 0.4 0.8
H 18.63330 16.63363 17.75952 0.3 -0.1 -0.5
H 10.41770 24.25123 12.70042 -0.2 0.5 -0.3
H 12.87346 20.88450 19.40952 -0.1 -0.6 -0.5
H 14.34006 18.80437 18.47770 0.4 0.8 -0.3
H 11.96834 16.57714 18.97464 0.0 -0.4 0.1
H 25.66704 19.23793 19.33958 0.2 -0.1 -0.5
H 18.16134 16.48648 25.90038 -0.2 -0.1 -0.1
H 19.56252 21.14749 13.67824 -0.2 0.0 -0.5
H 14.06858 17.35001 17.76704 0.7 -1.0 0.4
H 9.32910 16.05481 16.41886 -0.1 0.5 -0.1
H 17.08548 21.05137 20.64036 0.8 0.2 0.3
H 17.54881 22.25225 22.73840 0.9 -1.3 0.9
H 17.28560 16.68038 12.49664 -0.3 0.8 -0.3
H 25.46914 17.07423 21.86272 -0.4 0.1 0.1
H 10.78254 26.01408 13.29256 -0.9 -0.2 0.0
H 25.53414 20.94042 19.35399 -0.3 0.2 0.5
H 18.87542 17.23509 11.89508 0.1 -0.2 0.2
H 15.06848 12.83998 15.14612 0.2 0.2 -0.3
H 20.31104 17.24803 17.95718 -0.1 -0.2 0.4
H 12.17622 10.51346 15.16090 0.0 -1.1 -0.2
H 17.13442 10.45577 16.99510 -0.4 -0.2 -0.4
H 12.40546 23.01356 25.50888 0.1 0.4 -0.1
H 19.18080 13.68550 15.42346 0.4 -0.5 -0.6
H 13.56328 15.46736 13.89600 -0.7 -0.8 -0.5
H 16.07390 21.40223 24.72896 0.3 -0.1 0.0
H 20.57568 23.01036 14.82686 0.1 -0.5 0.5
H 17.79522 22.78367 9.79140 0.1 0.4 0.3
H 16.92222 15.38872 14.17406 -0.4 -0.7 -0.5
H 18.30392 21.17428 10.26888 0.1 -0.2 -0.3
H 19.73468 11.24995 14.27224 -0.2 0.0 0.1
H 20.94036 22.83843 13.28222 0.6 0.0 -0.6
H 13.47020 22.17802 18.36025 0.2 0.0 0.0
H 13.62264 10.77742 16.98544 -0.4 0.5 0.0
H 20.56079 19.68020 15.07658 0.2 -0.8 -0.2
H 25.08146 16.04332 14.75110 -0.1 -0.2 -0.3
H 14.89306 18.79067 14.27462 0.0 -0.3 0.2
H 17.47796 13.33524 15.18984 0.3 -0.7 0.0
H 9.14174 17.43883 18.69471 -0.4 -0.6 -0.4
H 16.81002 24.18062 18.53868 -0.4 -0.1 0.1
H 11.85218 24.43331 20.14232 0.0 -0.1 0.5
H 18.24064 15.79170 15.16854 -0.1 -0.3 0.6
H 26.74676 17.02815 23.03448 0.9 0.3 -1.0
H 12.25950 16.62416 13.41082 0.5 0.4 -0.5
H 17.68540 12.90102 12.91044 -0.3 0.0 -0.4
H 15.50214 14.91325 16.32476 -0.1 0.7 0.0
H 12.43520 15.12480 15.95276 -0.4 0.3 0.6
H 16.33475 17.13388 18.86642 0.1 -0.1 0.0
H 10.94798 17.26829 20.27350 -0.2 0.0 -0.1
H 17.18330 22.76943 25.07304 -0.1 0.0 0.0
H 27.08888 19.43573 22.92782 -0.3 0.3 0.1
H 19.27616 13.21296 12.79168 0.1 0.9 -0.1
H 26.79110 21.41958 21.36430 -0.3 -0.1 -0.3
H 17.56599 23.28468 12.62388 0.2 0.5 -0.1
H 18.95802 20.73761 16.53986 -0.3 0.0 -0.1
H 16.97774 10.63296 12.96964 0.2 -0.3 -0.3
H 9.64280 23.52464 14.80458 -0.3 0.2 -0.3
H 19.84649 18.39959 28.59572 0.4 -0.1 0.1
H 18.26804 15.97626 23.09882 0.1 -0.6 0.0
H 17.87542 9.16726 15.91850 -0.3 -0.2 0.3
H 14.71622 18.38570 16.68104 -0.1 1.2 0.2
H 24.97526 20.59166 24.12464 0.0 0.1 -0.1
H 23.18934 20.72071 18.56600 -0.2 0.4 -0.5
H 19.99828 17.16363 15.55374 0.2 -0.2 0.1
H 21.83298 14.16387 15.13180 0.4 0.3 -0.3
H 10.15650 24.96678 15.80114 -1.2 0.1 0.0
H 12.76496 21.40974 24.95664 0.2 -0.2 -0.1
H 17.07786 19.77526 17.43786 0.8 -0.4 -0.6
H 19.44838 15.03189 24.89362 -0.1 -0.6 -0.1
H 21.68546 24.84316 16.01356 0.4 -0.2 0.0
H 13.66328 18.37742 13.09712 -0.3 0.0 0.2
H 27.42520 11.71764 14.91166 -0.1 -0.2 0.9
H 11.96018 22.52673 23.86522 0.1 0.1 0.0
H 14.74134 22.45413 22.01070 0.3 0.1 0.3
H 24.31484 14.31001 17.95850 -0.3 0.2 0.0
H 12.46606 18.01972 19.76913 -0.2 0.2 0.0
H 18.11572 9.49093 13.84142 -0.3 -0.5 -0.7
H 20.59698 19.64659 18.88614 0.0 -0.3 0.0
H 25.78124 12.62934 16.53705 -0.1 0.3 0.0
H 18.23952 23.32981 18.97112 0.3 0.0 -0.1
H 20.94528 26.31201 16.39370 -0.7 0.3 0.6
H 25.84748 18.27918 24.65510 0.3 -0.2 0.2
H 12.04360 25.05893 12.67418 -0.2 -0.3 -0.4
H 23.36630 16.09290 14.24084 0.0 0.2 0.1
H 13.77144 10.74287 13.37346 0.0 0.1 -0.2
H 20.93348 25.01616 13.91172 0.1 0.2 -0.9
H 23.50782 18.87720 24.78128 0.0 -0.1 0.3
H 13.38602 23.57592 20.11512 0.1 -0.1 -0.2
H 10.89712 20.70280 17.63216 0.0 0.2 0.1
H 21.36596 18.96923 16.52179 0.5 0.0 -0.5
H 18.31802 17.72115 13.51740 0.2 -0.2 0.2
H 16.94933 22.42424 18.25876 -0.7 -0.2 0.4
H 17.30538 18.42345 27.33266 0.1 -1.0 0.1
H 9.29637 10.43281 12.37812 0.2 0.4 0.3
H 20.98600 24.87843 17.60712 0.1 0.8 0.1
H 18.59484 18.14565 15.61880 -0.3 0.1 0.2
H 21.88890 15.46944 16.35930 0.0 -0.2 0.1
H 17.53282 19.49502 26.09844 0.0 -0.1 -0.8
H 23.29420 16.51294 18.07912 0.2 0.2 0.4
H 22.80442 15.11485 25.04300 -0.1 -0.8 -0.1
H 23.97788 18.71438 21.03588 0.0 -0.1 -0.7
H 18.16233 24.56688 14.92320 -0.4 0.5 -0.2
H 24.58932 18.00919 15.77468 0.2 0.0 0.6
H 18.33340 18.37354 23.73188 -0.6 -0.1 -1.2
H 20.89667 17.65767 27.32926 0.1 0.6 -0.1
H 25.98364 21.87997 22.83378 -0.2 0.4 -0.2
H 26.96278 18.80548 21.31836 -0.4 1.2 -0.6
H 16.78800 23.48774 22.81290 -0.9 1.0 -0.2
H 18.45276 22.14937 14.58994 -0.2 0.0 -0.1
H 12.68602 22.17914 15.80322 0.4 0.9 -0.5
H 14.53224 15.25619 17.89240 -0.5 0.3 -0.8
H 19.42918 11.14346 12.53928 -0.2 -0.4 0.0
H 25.66142 14.97831 17.08350 -0.2 -0.2 -0.6
H 10.35620 9.65554 11.22532 0.1 -0.2 0.0
H 23.43860 19.04845 18.38558 -0.1 -0.3 -0.9
H 9.93533 23.01240 17.05438 0.5 -0.9 0.2
H 22.36176 15.84199 26.52230 -0.4 0.8 -0.1
H 18.43014 18.88298 20.68170 -0.2 0.0 -0.3
H 21.35436 14.54697 26.05510 0.3 -0.5 -0.3
H 24.99934 16.77168 24.38340 -0.5 0.2 0.0
H 24.34216 20.25280 17.28806 0.0 -0.3 0.1
H 18.97122 26.17085 15.08626 0.0 0.1 -1.0
H 14.75346 23.06516 25.99376 0.3 0.2 0.0
H 26.39592 13.79015 15.28146 0.5 0.1 0.7
H 11.98862 11.99110 15.34700 0.3 1.1 0.5
H 20.55331 21.21855 16.93218 0.3 -0.2 0.2
H 11.14322 12.15907 12.95788 -1.0 -0.2 0.2
H 22.12118 13.71134 16.77606 0.2 0.3 0.3
H 11.58984 23.73069 17.16828 -0.5 0.3 0.1
H 25.09488 22.07211 21.23998 0.2 0.1 0.3
H 23.40910 20.66610 23.24654 0.4 0.4 -0.5
H 10.79610 17.56102 15.23510 -0.3 0.1 -0.5
H 16.54404 17.25999 17.10020 0.4 -0.4 0.1
H 9.75402 8.77067 12.67434 0.0 0.0 -0.3
H 18.17287 17.18729 20.09316 0.0 0.2 -0.1
H 16.89466 19.51560 19.08900 0.1 -0.1 0.3
H 12.22644 23.12375 21.36492 -0.3 -0.1 -0.1
H 25.06856 16.89012 18.06749 -0.3 0.4 0.1
H 19.40702 16.95701 27.73592 -0.5 -0.1 -0.2
H 24.42740 13.70254 13.98678 -0.1 0.2 0.1
H 20.53344 14.73627 23.49634 -0.1 -0.1 -0.1
```
Forces are in eV/Å.

The LUMO energy comes out at -9.0595 eV. As for the net charge: +5. Its largest force on an atom is 0.0798 hartree/bohr. Its multiplicity is 1. As for the highest occupied orbital energy: -17.14 eV.